[1]
The following is a quantum chemistry calculation of C30H32FNaO as an isolated structure, from the Open Molecules 2025 dataset.

ΔE to the lowest compared entry with this formula, charge and spin: 1.2481 eV
charge: 0
LUMO energy: -2.51 eV
electronic energy: -1499.64873 a.u.

Each line ends with the Löwdin charge.
Geometry (Å):
C: 3.0110 1.8158 -2.6286  -0.061
C: 1.5802 1.5081 -3.0695  -0.550
C: 0.8206 2.8123 -3.2792  -0.085
C: 1.6321 0.7636 -4.4146  -0.055
C: 0.9185 0.6274 -1.9639  -0.081
C: -0.1542 1.0478 -1.1884  -0.001
C: -0.7499 0.2014 -0.2337  -0.254
C: -1.8765 0.6421 0.6679  -0.101
C: -3.1057 -0.2548 0.5241  -0.155
C: -3.0411 -1.5872 0.0793  0.047
C: -3.8963 -2.5012 0.6880  -0.235
F: -3.6659 -3.8536 0.4792  0.023
C: -4.9744 -2.1060 1.4608  -0.031
C: -5.2631 -0.7306 1.5492  -0.083
C: -4.3449 0.2018 1.0464  -0.060
C: -0.2078 -1.0624 -0.0167  -0.078
C: 0.7920 -1.6148 -0.7909  -0.082
C: 1.2444 -3.0989 -0.6886  -0.544
C: 1.2603 -3.7704 -2.0763  -0.051
C: 0.3405 -3.9273 0.2254  -0.075
C: 2.6743 -3.1313 -0.1381  -0.063
C: 1.4872 -0.7086 -1.7172  -0.331
O: 2.5410 -1.0688 -2.3064  -0.093
H: 3.5610 0.8782 -2.5262  0.072
H: 3.5126 2.4567 -3.3578  0.076
H: 2.9918 2.3215 -1.6597  0.078
H: -0.1894 2.6269 -3.6660  0.086
H: 0.7479 3.3820 -2.3474  0.072
H: 1.3585 3.4269 -4.0092  0.079
H: 0.6267 0.5130 -4.7715  0.085
H: 2.1161 1.4132 -5.1517  0.077
H: 2.2121 -0.1586 -4.3252  0.073
H: -0.5489 2.0626 -1.3003  0.102
H: -2.1407 1.7012 0.5358  0.130
H: -2.2988 -1.9506 -0.6250  0.125
H: -5.6359 -2.8463 1.9117  0.114
H: -6.1911 -0.3903 2.0414  0.108
H: -4.5641 1.2791 1.1300  0.117
H: -0.6109 -1.6772 0.7917  0.096
H: 1.9404 -3.2322 -2.7465  0.076
H: 1.6180 -4.8047 -1.9590  0.079
H: 0.2552 -3.7900 -2.5211  0.086
H: 0.3370 -3.5517 1.2567  0.074
H: -0.6956 -3.9808 -0.1420  0.079
H: 0.7248 -4.9617 0.2667  0.084
H: 2.6985 -2.6538 0.8478  0.072
H: 3.0319 -4.1667 -0.0482  0.079
H: 3.3209 -2.5763 -0.8246  0.074
C: -1.7956 3.0045 3.0407  -0.012
Na: 2.4750 0.9607 5.0260  0.825
C: -2.2373 1.6651 3.0260  -0.025
C: -1.2122 0.7967 2.3128  -0.124
C: 0.0231 1.6332 2.5259  -0.156
C: -0.3499 2.9367 2.9226  -0.190
C: 0.6210 3.9343 3.1817  -0.025
C: 1.9542 3.5328 3.1740  -0.120
C: 2.3654 2.2447 2.6972  -0.150
C: 1.3697 1.2811 2.3882  -0.050
H: -2.3102 3.9509 3.1988  0.106
H: -3.2087 1.2730 3.3897  0.114
H: -1.1160 -0.2951 2.5386  0.147
H: 0.3549 4.9899 3.4424  0.128
H: 2.7453 4.2014 3.5886  0.109
H: 3.4563 2.0470 2.5364  0.115
H: 1.6649 0.3188 2.0020  0.113

Forces on atoms 1 to 6 (eV/Å):
C 0.1 0.0 0.1
C -0.3 -0.7 0.6
C 0.0 0.1 0.0
C 0.0 -0.1 0.0
C 0.0 -0.3 0.1
C 0.1 -0.1 -0.1


[2]
The following is a quantum chemistry calculation of C10H28Ag3FO10P2 as an isolated structure, from the Open Molecules 2025 dataset.

charge: +3
⟨S²⟩: 0.76
LUMO energy (alpha / beta): -11.66 / -14.63 eV
2S+1: 2
electronic energy: -2372.56848 a.u.

Each line ends with the Löwdin charge.
Geometry (Å):
Ag: 2.2862 -3.1014 0.3061  0.889
Ag: 0.2495 0.5371 -1.9936  0.868
Ag: 0.0446 -2.8255 -2.6583  0.865
F: 0.7976 -1.4712 -0.7957  -0.606
C: 1.8591 3.8881 1.7222  -0.191
O: 2.6711 2.8750 1.5581  -0.183
P: 2.0366 1.4032 1.0867  0.594
O: 1.1286 1.6236 -0.1010  -0.326
O: 1.2920 0.8018 2.4306  -0.172
C: 0.4595 -0.3899 2.2173  -0.089
O: 3.2405 0.3261 0.9991  -0.206
C: 4.3826 0.5088 0.2021  -0.108
H: 2.2084 4.8067 1.2506  0.106
H: 1.9714 4.0020 2.8004  0.121
H: 0.8305 3.7443 1.3914  0.091
H: -0.2226 -0.5354 1.3796  0.051
H: -0.1032 -0.6580 3.1115  0.110
H: 1.0797 -1.2655 2.0253  0.042
H: 4.3117 1.3636 -0.4705  0.085
H: 4.6210 -0.3398 -0.4390  0.082
H: 5.2703 0.8426 0.7394  0.115
C: -1.6474 -3.2218 0.8071  -0.136
O: -2.9077 -3.7245 1.2304  -0.189
P: -4.1405 -2.8355 1.7750  0.396
O: -4.9302 -2.1248 0.8030  -0.204
O: -4.9892 -4.0029 2.5532  -0.218
C: -5.6718 -5.0199 1.8764  -0.109
O: -3.5395 -1.9325 2.9431  -0.230
C: -4.4023 -1.1746 3.8204  -0.067
H: -1.2502 -3.6238 -0.1249  0.047
H: -0.9125 -3.4069 1.5905  0.086
H: -1.6140 -2.1365 0.7121  0.060
H: -6.7303 -4.8465 2.0703  0.103
H: -5.3901 -6.0241 2.1932  0.095
H: -5.4274 -4.9955 0.8144  0.084
H: -4.5003 -1.6559 4.7934  0.098
H: -5.4536 -1.2347 3.5387  0.093
H: -4.0450 -0.1458 3.8637  0.094
C: 3.2941 -0.0779 -3.0758  -0.038
O: 2.4361 1.0642 -2.6944  -0.265
C: 2.5198 2.0064 -3.8128  -0.158
C: 1.6943 3.1826 -3.4071  -0.102
O: 0.3128 2.8060 -3.2167  0.001
C: -0.5294 3.9256 -2.7843  0.067
H: 2.9174 -0.6700 -3.9099  0.098
H: 3.1646 -0.7314 -2.2131  0.059
H: 4.2956 0.3224 -3.2329  0.119
H: 2.0597 1.5632 -4.6960  0.145
H: 3.4644 2.3982 -4.1901  0.163
H: 1.7501 3.8667 -4.2539  0.184
H: 2.1392 3.6557 -2.5317  0.177
H: -0.2661 4.9002 -3.1953  0.138
H: -0.5632 4.0233 -1.6992  0.140
H: -1.5523 3.7347 -3.1090  0.129

Forces on atoms 1 to 6 (eV/Å):
Ag -0.4 0.6 0.1
Ag 0.4 0.3 1.0
Ag -0.1 0.2 0.6
F 0.1 -1.0 -1.0
C -2.7 4.4 2.0
O 2.8 -8.5 -3.0


[3]
The following is a quantum chemistry calculation of a 2-piece molecular cluster, C4H3F2N3O4 overall, from the Open Molecules 2025 dataset.

ΔE to the lowest compared entry with this formula, charge and spin: 2.4021 eV
charge: 0
LUMO energy: -2.64 eV
electronic energy: -818.79380 a.u.

Each line ends with the Löwdin charge.
Geometry (Å):
C: 1.1292 1.9173 -1.0678  -0.053
C: -0.4575 0.1172 0.4346  -0.496
C: -2.7253 -0.3442 -0.0015  -0.034
C: 0.9890 0.0234 -0.0994  -0.070
N: 1.2153 2.9155 -1.6004  0.077
N: 1.1646 -0.9699 -1.0270  0.032
N: 2.0168 0.2645 0.9763  -0.361
O: 2.3924 -0.7356 1.5455  0.147
O: -0.6909 0.4118 1.5389  0.197
O: 2.3803 1.3768 1.0876  0.144
O: -1.3886 -0.2500 -0.4456  -0.053
F: 0.5637 -2.2236 -0.5398  0.023
F: 2.4355 -1.4339 -1.2010  0.070
H: -3.2259 -1.1534 -0.6504  0.128
H: -3.1002 0.7352 -0.0660  0.127
H: -2.6985 -0.6509 1.1160  0.122

Forces on atoms 1 to 6 (eV/Å):
C -0.4 -5.6 2.4
C -0.9 -1.2 -1.9
C -1.0 0.2 1.6
C -0.6 3.7 -1.1
N 0.1 1.9 -1.0
N -0.4 -3.4 -0.8